[1]
Computed, not measured: a molecular structure, C39H51N7PRuS, with wB97M-V/def2-TZVPD.

Geometry as XYZ:
```
100
Properties=species:S:1:pos:R:3:forces:R:3:lowdin_spin:R:1
Ru 0.272 -0.073 -1.046 0.0 0.0 -0.1 0.80
S -2.869 0.499 2.761 0.0 0.0 0.0 0.00
P 0.277 2.238 -0.479 0.0 0.0 0.0 0.01
N -1.587 0.274 -2.196 0.0 0.0 0.0 0.00
N 2.086 -0.779 1.215 0.0 0.0 0.0 0.22
N 1.655 0.185 -2.581 0.0 0.0 0.0 0.40
N -0.274 -0.997 1.767 0.0 -0.1 0.0 0.27
N 1.915 -0.378 -0.051 0.0 0.0 0.0 0.30
N -0.766 -0.493 0.608 0.0 0.0 0.0 0.41
N 0.378 -2.213 -1.634 0.0 0.0 0.0 0.02
C -1.906 0.843 4.217 0.0 0.0 0.0 0.01
C 0.182 0.719 -5.932 0.0 0.0 0.0 0.00
C 0.137 1.624 5.222 0.0 0.0 0.0 0.00
C 1.902 -1.056 -4.660 0.0 0.0 0.0 0.04
C -2.684 -1.310 2.551 0.0 0.0 0.0 0.05
C -2.459 0.658 5.481 0.0 0.0 0.0 0.01
C -1.753 4.194 0.176 0.0 0.0 0.0 0.00
C -0.403 1.405 6.482 0.0 0.0 0.0 0.00
C 3.109 -0.136 -0.743 0.0 0.0 0.0 0.09
C 0.538 3.484 -1.792 0.0 0.0 0.0 0.00
C -2.536 -0.835 -2.501 0.0 0.0 0.0 0.00
C 1.577 2.576 0.757 0.0 0.0 0.0 0.00
C 4.077 0.380 -2.930 0.0 0.0 0.0 0.09
C 0.586 -1.874 4.308 0.0 0.0 0.0 0.04
C 0.678 -0.381 -6.620 0.0 0.0 0.0 0.03
C -0.740 -1.968 4.008 0.0 0.0 0.0 0.34
C -2.054 -4.231 1.948 0.0 0.0 0.0 0.02
C -1.569 -3.197 -2.836 0.0 0.0 0.0 0.00
C -1.700 0.927 6.610 0.0 0.0 0.0 0.00
C 1.538 -1.264 -5.982 0.0 0.0 0.0 0.00
C 5.480 0.057 -1.007 0.0 0.0 0.0 0.14
C 1.574 3.976 1.364 0.0 0.0 0.0 0.00
C -3.281 -4.341 2.638 0.0 0.0 0.0 0.32
C -1.907 -1.845 -3.463 0.0 0.0 0.0 0.00
C -1.224 -1.848 2.592 0.0 0.0 0.0 0.09
C -0.800 -3.115 -1.529 0.0 0.0 0.0 0.01
C 1.941 3.544 -2.392 0.0 0.0 0.0 0.00
C 0.523 0.923 -4.604 0.0 0.0 0.0 0.03
C -1.148 -3.220 1.930 0.0 0.0 0.0 0.29
C 2.943 0.139 -2.131 0.0 0.0 0.0 0.07
C 1.384 0.036 -3.958 0.0 0.0 0.0 0.03
C 1.496 -1.533 3.322 0.0 0.0 0.0 0.34
C -3.889 -3.362 3.457 0.0 0.0 0.0 0.01
C 1.085 -1.092 2.009 0.0 0.0 0.0 0.08
C -1.297 2.743 0.328 0.0 0.0 0.0 0.00
C 5.333 0.341 -2.365 0.0 0.0 0.0 0.05
C -3.602 -2.041 3.496 0.0 0.0 0.0 0.24
C 4.375 -0.185 -0.193 0.0 0.0 0.0 0.04
C -0.613 1.342 4.092 0.0 0.0 0.0 0.01
H -2.581 -2.017 -4.302 0.0 0.0 0.0 0.00
H -3.763 -5.309 2.597 0.0 0.0 0.0 0.02
H 0.181 1.623 7.366 0.0 0.0 0.0 0.00
H -0.220 3.323 -2.564 0.0 0.0 0.0 0.00
H 1.462 1.815 1.533 0.0 0.0 0.0 0.00
H -2.818 -1.302 -1.556 0.0 0.0 0.0 0.00
H 2.533 2.359 0.273 0.0 0.0 0.0 0.00
H -1.003 -3.789 -3.559 0.0 0.0 0.0 0.00
H 2.414 4.082 2.049 0.0 0.0 0.0 0.00
H 2.584 -1.737 -4.165 0.0 0.0 0.0 0.00
H -3.067 -1.479 1.536 0.0 0.0 0.0 0.01
H 0.931 -2.075 5.313 0.0 0.0 0.0 0.00
H 2.017 4.407 -3.053 0.0 0.0 0.0 0.00
H 1.936 -2.116 -6.517 0.0 0.0 0.0 0.00
H 6.205 0.538 -2.973 0.0 0.0 0.0 0.00
H -2.111 1.006 -1.725 0.0 0.0 0.0 0.00
H -3.442 -0.410 -2.933 0.0 0.0 0.0 0.00
H 0.166 1.798 -4.075 0.0 0.0 0.0 0.00
H 0.663 4.168 1.932 0.0 0.0 0.0 0.00
H 3.949 0.620 -3.977 0.0 0.0 0.0 0.00
H -2.129 0.777 7.592 0.0 0.0 0.0 0.00
H -1.010 4.901 0.542 0.0 0.0 0.0 0.00
H -3.482 0.320 5.581 0.0 0.0 0.0 0.00
H 2.183 2.659 -2.975 0.0 0.0 0.0 0.00
H -2.664 4.346 0.754 0.0 0.0 0.0 0.00
H -1.678 -0.100 0.822 0.0 0.0 0.0 0.01
H 2.561 -1.530 3.492 0.0 0.0 0.0 0.01
H 6.471 0.025 -0.573 0.0 0.0 0.0 0.01
H 1.674 4.753 0.605 0.0 0.0 0.0 0.00
H 2.704 3.659 -1.621 0.0 0.0 0.0 0.00
H -1.426 -2.740 -0.720 0.0 0.0 0.0 0.01
H -1.316 0.678 -3.091 0.0 0.0 0.0 0.00
H 1.142 2.014 5.123 0.0 0.0 0.0 0.00
H 1.117 -2.556 -1.025 0.0 0.0 0.0 0.00
H 4.494 -0.415 0.855 0.0 0.0 0.0 0.00
H -2.488 -3.754 -2.641 0.0 0.0 0.0 0.00
H -0.197 -3.414 1.447 0.0 0.0 0.0 0.01
H -1.977 4.445 -0.861 0.0 0.0 0.0 0.00
H 0.294 4.447 -1.341 0.0 0.0 0.0 0.00
H 0.760 -2.277 -2.577 0.0 0.0 0.0 0.00
H -0.473 -4.116 -1.243 0.0 0.0 0.0 0.00
H -0.192 1.494 3.106 0.0 0.0 0.0 0.00
H -1.170 2.489 1.383 0.0 0.0 0.0 0.00
H -1.475 -2.256 4.746 0.0 0.0 0.0 0.02
H -4.681 -3.708 4.110 0.0 0.0 0.0 0.00
H -1.748 -5.124 1.413 0.0 0.0 0.0 0.00
H 0.404 -0.543 -7.654 0.0 0.0 0.0 0.00
H -4.148 -1.420 4.192 0.0 0.0 0.0 0.01
H -1.008 -1.398 -3.904 0.0 0.0 0.0 0.00
H -2.094 2.078 -0.014 0.0 0.0 0.0 0.00
H -0.465 1.425 -6.435 0.0 0.0 0.0 0.00
```
Forces are in eV/Å.

Calculated values
- Relative energy (zero: lowest compared OMol25 entry of this formula, charge and spin): 21.9 kcal per mole
- HOMO (alpha / beta): -11.726 / -13.721 eV
- Total energy: -74391.943 eV
- <S²>: 8.858
- Net charge: +2
- Spin multiplicity: 6



[2]
Computed, not measured: a molecular structure, C39H52AsBeF6N8O3, with wB97M-V/def2-TZVPD.

Geometry as XYZ:
```
110
Properties=species:S:1:pos:R:3:forces:R:3:mulliken_charge:R:1
As -0.471 -0.755 0.146 -0.8 -0.2 -1.3 2.19
F -1.323 -1.869 -0.899 0.0 0.1 1.0 -0.53
F 0.704 -0.604 -1.140 0.4 -0.1 0.6 -0.51
F 0.560 0.436 1.045 -0.6 -0.2 0.1 -0.10
F 0.408 -2.070 0.864 -0.1 0.6 0.0 -0.46
F -1.328 0.552 -0.654 0.0 -0.1 0.9 -0.55
F -1.703 -0.859 1.431 1.2 0.5 -1.1 -0.55
O -1.132 -0.753 -5.912 0.0 0.3 -1.4 -0.37
O 0.621 -2.120 -6.264 -0.1 1.3 0.0 -0.59
O 0.117 -1.373 -4.217 0.9 0.9 -0.2 -0.34
N -4.651 1.173 -0.607 0.0 -0.1 0.0 -0.58
N 2.879 2.234 0.377 0.1 0.5 0.1 0.86
N -2.093 -6.996 3.711 -0.1 0.4 -0.2 -0.44
N -0.076 3.304 -0.020 0.4 -0.1 1.6 -0.27
N -0.671 1.574 3.323 1.2 1.4 -0.3 -0.03
N 5.861 -3.283 0.745 -0.9 -1.2 -1.6 -0.63
N 2.409 0.580 3.465 0.0 0.9 -0.4 0.18
N 1.239 1.523 -4.327 0.3 0.9 0.3 -0.25
C 3.587 0.929 3.979 0.1 0.4 1.0 -0.15
C -4.504 -1.380 -1.040 -0.1 0.3 -0.3 0.91
C -4.615 0.040 -0.801 -0.4 1.1 0.1 0.13
C -7.050 -1.584 -0.589 0.2 0.1 0.2 -1.19
C -4.248 1.149 3.242 -0.3 0.1 -1.1 -0.96
C -1.457 1.493 4.159 0.2 0.0 -0.5 -0.04
C 4.847 -2.475 1.047 -0.1 0.7 0.9 -0.35
C -2.480 3.512 -1.072 0.9 -0.4 -0.6 0.19
C -3.608 0.502 4.471 -0.7 -0.8 -0.7 0.07
C -0.207 -5.550 2.646 -0.1 0.9 -0.3 -0.83
C 4.520 0.026 4.440 -0.3 0.2 0.4 -0.67
C -1.127 -3.260 3.329 -0.6 -0.4 0.4 -1.07
C 5.121 2.065 -1.324 0.5 0.3 0.3 -0.58
C 1.665 3.517 -3.088 2.0 0.4 0.2 -0.43
C -1.123 3.377 -0.491 -0.4 0.6 -0.2 0.15
C 3.625 3.299 0.034 0.5 0.9 0.7 -0.56
C -5.827 -2.085 -1.339 -0.4 -1.1 -0.5 -0.76
C -1.301 -6.309 3.238 0.6 -0.8 0.8 0.09
C 3.549 -2.434 0.517 2.1 -0.1 -0.9 0.87
C 1.554 2.140 -3.157 -2.4 -0.1 -1.7 0.12
C 5.520 -4.159 -0.224 -1.3 0.1 -1.7 -0.32
C 2.141 -0.727 3.410 -1.0 -1.2 -1.2 -0.25
C 4.193 -1.305 4.391 0.1 -1.3 -0.7 -0.45
C 4.771 3.283 -0.744 -1.0 -0.9 -0.3 -0.48
C -1.586 0.031 -4.849 -0.5 1.2 0.0 -0.35
C 2.985 -1.740 3.831 1.7 1.4 1.0 -0.88
C -0.017 -1.379 -5.568 0.4 -3.0 0.8 0.67
C -0.901 -0.560 -3.623 -0.7 -1.0 -0.9 1.28
C -2.749 4.671 -2.041 1.2 0.8 0.1 -0.80
C 1.759 4.298 -4.244 -0.7 -1.0 -1.2 -0.66
C 4.279 -4.192 -0.924 0.3 1.1 1.0 -0.53
C 3.310 -3.248 -0.603 -0.8 -0.1 1.7 -0.57
C -1.551 5.040 -2.910 1.1 -0.6 0.1 -0.87
C 3.248 1.056 -0.199 0.2 0.7 1.3 0.01
C -2.547 1.358 5.132 1.5 0.8 0.1 -0.64
C 4.403 0.929 -0.997 -1.5 0.1 0.4 -0.73
C 0.113 -4.149 3.236 -0.2 0.0 -1.3 0.53
C 1.136 2.303 -5.420 0.2 -0.8 0.9 -0.26
C 1.388 3.669 -5.454 0.2 -0.3 0.8 -0.58
Be 1.208 2.647 2.089 -0.5 -3.9 -2.4 0.87
H -3.162 3.588 -0.228 -0.2 -0.6 -0.1 0.45
H 2.096 5.324 -4.282 -0.2 0.1 0.4 0.46
H -3.582 1.291 2.385 0.7 0.7 0.5 0.07
H 3.781 1.967 4.222 -0.1 0.2 -0.6 0.32
H -2.721 2.403 5.406 -0.9 -0.1 -0.1 0.39
H 6.176 -4.840 -0.754 1.0 0.0 1.1 0.33
H 2.880 -2.812 3.769 -0.8 0.1 -0.3 0.42
H -2.052 0.975 6.028 -0.4 -0.6 0.0 0.35
H -4.956 0.576 2.635 -0.3 -0.8 1.0 0.31
H 0.734 -4.190 4.130 -0.4 -0.2 0.3 0.41
H 4.637 -0.073 -1.328 0.2 0.1 -0.2 0.58
H 1.257 -1.074 2.886 -0.4 0.6 0.1 0.69
H -2.903 5.549 -1.414 -0.8 0.1 -0.3 0.35
H 4.908 -2.075 4.656 0.1 0.2 0.3 0.37
H -1.536 -1.325 -3.177 -0.2 0.6 0.7 0.34
H -4.391 0.151 5.142 0.2 0.3 0.4 0.38
H -1.815 -3.656 4.081 0.1 0.0 0.2 0.58
H -3.877 -1.394 -1.933 0.4 -0.7 0.3 -0.24
H 1.976 3.900 -2.124 -0.3 0.4 0.0 0.40
H -0.716 5.255 -2.237 0.1 0.2 0.0 0.26
H 0.786 -3.820 2.441 0.0 0.7 0.2 -0.36
H -2.676 0.008 -4.891 0.0 -0.1 0.4 0.36
H -1.156 4.227 -3.527 -0.3 -0.2 0.0 0.05
H 5.996 2.028 -1.958 0.0 -0.2 0.0 0.46
H 1.339 1.549 -2.275 0.7 -0.2 0.2 0.24
H -0.538 -5.443 1.609 0.2 0.4 -0.1 0.24
H -7.942 -2.160 -0.829 0.1 0.0 -0.1 0.40
H -0.983 -2.207 3.567 0.5 -0.1 0.0 0.14
H -2.598 2.617 -1.683 -0.3 -0.4 0.7 -0.09
H -6.018 -2.138 -2.414 0.0 0.9 -0.1 0.34
H 0.769 -6.030 2.567 -0.4 -0.8 0.3 0.53
H -5.709 -3.163 -1.201 0.3 0.1 0.7 0.39
H 2.942 -1.617 0.873 -0.5 -0.4 -0.1 -0.16
H 0.847 1.754 -6.307 0.0 0.2 -0.2 0.47
H -1.729 -3.279 2.419 0.3 0.0 -0.3 0.25
H 1.299 4.110 -6.437 0.2 0.6 0.2 0.44
H -3.063 -0.396 4.173 -0.2 -0.2 -0.1 -0.08
H 2.301 -3.198 -0.992 0.2 -0.2 -0.7 0.40
H -0.514 0.208 -2.965 0.1 -0.4 0.1 -1.12
H -1.277 1.060 -5.054 0.0 0.0 0.3 0.08
H -4.810 2.054 3.475 0.4 0.2 0.1 0.36
H 5.298 4.209 -0.919 0.1 -0.1 -0.1 0.48
H -3.590 4.353 -2.654 -0.3 0.4 0.3 0.35
H 5.411 0.390 4.931 0.1 -0.1 -0.2 0.45
H -1.622 5.890 -3.587 -0.6 0.1 0.2 0.44
H 4.112 -4.905 -1.718 0.2 0.0 0.0 0.41
H 2.633 0.242 0.151 0.2 -0.3 -0.5 -0.09
H 3.395 4.269 0.460 -0.5 -0.1 0.2 0.27
H 5.123 -1.737 1.794 -0.2 0.1 0.2 0.51
H -6.894 -1.657 0.489 0.0 0.0 0.0 0.28
H -7.250 -0.538 -0.824 0.0 0.0 0.0 0.33
H -3.990 -1.711 -0.136 0.2 -0.6 -0.3 0.06
```
Forces are in eV/Å.

Calculated values
- HOMO: -11.457 eV
- Total energy: -136886.905 eV
- Net charge: +1